ORCA calculation (ωB97M-V with the def2-TZVPD basis set) on C22H25AuN2O8S2 as an isolated structure.

**Electronic energy**: -2496.9754 hartree
**HOMO-LUMO gap**: 6.18 eV
**Multiplicity**: 1
**Energy relative to the best compared isomer or geometry (same formula, charge and spin)**: 0.00 kcal per mole
**Charge**: -2
**HOMO energy**: -1.854 eV

Last column: Löwdin charge in e.
Geometry (Å):
Au 0.088 -1.725 -0.141  0.860
O -1.789 -2.430 -0.207  -0.614
S -2.941 -1.420 -0.501  0.226
O -4.166 -2.144 -0.145  -0.412
O -2.731 -0.241 0.364  -0.490
O -2.905 -1.067 -1.922  -0.388
O -0.477 1.681 -0.676  -0.513
S -1.269 1.877 0.563  0.934
C -2.750 2.849 0.046  -0.270
C -3.730 2.171 -0.862  -0.283
C -4.819 1.454 -0.379  -0.067
C -5.702 0.850 -1.255  -0.090
C -5.510 0.958 -2.627  -0.108
C -4.424 1.662 -3.114  -0.101
C -3.537 2.265 -2.234  -0.048
C -0.422 3.323 1.375  -0.292
C -0.116 4.483 0.484  -0.286
C 0.898 4.382 -0.469  -0.036
C 1.152 5.431 -1.340  -0.086
C 0.400 6.596 -1.274  -0.117
C -0.617 6.705 -0.336  -0.106
C -0.873 5.652 0.530  -0.070
H -2.343 3.711 -0.483  0.078
H -3.218 3.188 0.976  0.096
H -4.937 1.321 0.689  0.113
H -6.516 0.252 -0.865  0.099
H -6.185 0.455 -3.309  0.090
H -4.240 1.712 -4.181  0.092
H -2.659 2.777 -2.609  0.111
H 0.504 2.844 1.701  0.085
H -0.990 3.619 2.260  0.085
H 1.457 3.459 -0.542  0.101
H 1.933 5.329 -2.082  0.095
H 0.599 7.413 -1.958  0.088
H -1.218 7.605 -0.283  0.091
H -1.674 5.736 1.257  0.108
C 3.587 1.419 -3.109  -0.081
C 4.097 1.203 -1.690  -0.165
C 4.173 -0.274 -1.213  -0.284
C 5.022 -1.151 -2.157  -0.172
C 6.411 -0.636 -2.520  -0.100
C 4.798 -0.194 0.164  -0.427
O 5.973 0.081 0.365  0.044
N 3.942 -0.381 1.195  0.195
C 2.577 -0.777 1.149  -0.564
O 2.019 -0.881 2.225  0.020
N 2.027 -1.013 -0.064  -0.011
C 2.736 -0.855 -1.218  -0.458
O 2.265 -1.140 -2.304  0.025
H 3.473 2.490 -3.290  0.067
H 2.626 0.935 -3.266  0.076
H 4.287 1.029 -3.851  0.066
H 3.459 1.749 -0.989  0.117
H 5.101 1.621 -1.581  0.110
H 4.425 -1.274 -3.060  0.106
H 5.101 -2.148 -1.713  0.126
H 6.356 0.313 -3.060  0.062
H 6.902 -1.355 -3.180  0.066
H 7.032 -0.483 -1.641  0.058
H 4.308 -0.277 2.129  0.149